1.
This record from the Open Molecules 2025 dataset describes a structure of composition C9H10MnN2S at a distorted geometry. The level of theory is the ωB97M-V functional and the def2-TZVPD basis.

Computed properties:
Spin multiplicity   5
E_HOMO (spin up / spin down)   -2.75 / -3.61 eV
Kohn-Sham gap (spin up / spin down)   6.259 / 7.074 eV
Total charge   -1

The geometry in XYZ format:
```
23
Properties=species:S:1:pos:R:3:nbo_charge:R:1
C 0.906 -1.138 -1.209 -0.310
C -0.504 -1.148 -1.524 -0.284
C -1.199 -1.794 -0.442 -0.371
C -0.178 -2.238 0.538 -0.361
C 1.107 -1.812 0.054 -0.321
Mn -0.225 -0.197 0.438 0.967
C -1.256 1.402 -0.223 -0.658
C 0.187 1.790 -0.457 0.161
C 0.628 2.477 -1.561 -0.639
N 1.039 1.175 0.391 -0.884
H -2.279 -1.930 -0.346 0.243
H -0.931 -0.762 -2.458 0.241
H -0.357 -2.752 1.479 0.253
H 2.077 -1.987 0.526 0.242
H 1.700 -0.771 -1.874 0.239
H -1.896 1.163 -1.079 0.195
H 1.995 1.373 0.688 0.393
H -1.810 1.988 0.518 0.223
H -0.019 2.980 -2.263 0.183
H 1.685 2.357 -1.771 0.174
S -1.246 0.194 2.455 -0.256
C -0.107 -0.060 3.645 0.073
N 0.686 -0.312 4.477 -0.502
```

2.
This record from the Open Molecules 2025 dataset describes a structure of composition C9H10MnNO8S2. The level of theory is the ωB97M-V functional and the def2-TZVPD basis.

Computed properties:
Spin multiplicity   2
Energy relative to the best compared isomer or geometry (same formula, charge and spin)   257.7 kJ/mol
E_HOMO (spin up / spin down)   -12.67 / -12.28 eV
Kohn-Sham gap (spin up / spin down)   8.265 / 7.903 eV
Total charge   +1

The geometry in XYZ format:
```
31
Properties=species:S:1:pos:R:3:nbo_charge:R:1
Mn 0.485 -0.091 -0.087 1.251
O -1.404 3.305 0.978 -0.611
C -0.957 2.196 0.452 0.804
O -0.335 1.342 1.076 -0.618
C -1.261 1.971 -0.983 0.048
C -2.050 2.810 -1.726 -0.157
C -2.345 2.431 -3.032 -0.137
C -1.871 1.218 -3.479 -0.151
C -1.085 0.421 -2.640 0.120
N -0.740 0.812 -1.425 -0.424
C -0.737 -0.931 -3.214 0.736
O -0.637 -1.066 -4.392 -0.480
O -0.776 -2.062 -2.458 -0.248
H -1.168 3.337 1.922 0.525
H -2.424 3.723 -1.286 0.260
H -2.952 3.057 -3.671 0.253
H -2.091 0.850 -4.470 0.271
O 1.730 -0.979 -1.358 -0.989
S 1.412 -2.453 -1.284 1.782
O 1.698 -3.025 0.009 -0.938
O -0.409 -2.004 -1.064 -0.475
O 1.509 -0.512 1.464 -1.030
C 2.579 -0.552 3.792 -0.816
S 2.284 -1.507 2.335 1.319
C 1.076 -2.640 2.993 -0.818
H 3.012 -1.208 4.547 0.253
H 1.634 -0.126 4.126 0.242
H 3.290 0.228 3.527 0.258
H 0.133 -2.096 3.050 0.244
H 1.400 -2.963 3.982 0.250
H 0.999 -3.483 2.316 0.277
```

3.
This record from the Open Molecules 2025 dataset describes an isolated molecule of C9H10N2 at a distorted geometry. The level of theory is the ωB97M-V functional and the def2-TZVPD basis.

Computed properties:
Energy relative to the best compared isomer or geometry (same formula, charge and spin)   296.7 kJ/mol
SMILES   N#C[C@]12[C@@H]3CC=C[C@H]1N2CC3
E_HOMO   -9.35 eV
Kohn-Sham gap   10.139 eV
Total charge   0

The geometry in XYZ format:
```
21
Properties=species:S:1:pos:R:3:nbo_charge:R:1
N -4.119 0.496 0.532 -0.318
C -3.056 0.280 0.162 0.288
C -1.680 -0.044 -0.188 -0.026
C -0.763 0.072 1.023 -0.212
C 0.161 1.328 0.918 -0.440
C 0.722 1.491 -0.499 -0.157
C 0.123 1.097 -1.581 -0.227
C -1.166 0.327 -1.539 -0.083
N -1.333 -1.063 -1.065 -0.349
C -0.147 -1.743 -0.615 -0.223
C 0.055 -1.281 0.935 -0.418
H -1.409 0.216 1.956 0.238
H 1.057 0.979 1.562 0.213
H -0.372 2.209 1.356 0.237
H 1.716 1.886 -0.410 0.210
H 0.409 1.386 -2.572 0.219
H -1.889 0.699 -2.158 0.211
H 0.634 -1.391 -1.222 0.194
H -0.169 -2.762 -0.770 0.205
H -0.443 -2.044 1.578 0.220
H 1.109 -1.205 1.194 0.216
```

4.
This record from the Open Molecules 2025 dataset describes a structure of composition C9H10N2 at a distorted geometry. The level of theory is the ωB97M-V functional and the def2-TZVPD basis.

Computed properties:
Energy relative to the best compared isomer or geometry (same formula, charge and spin)   705.1 kJ/mol
E_HOMO (spin up / spin down)   -8.97 / -8.48 eV
Kohn-Sham gap (spin up / spin down)   8.381 / 6.239 eV
Total charge   0

The geometry in XYZ format:
```
21
Properties=species:S:1:pos:R:3:nbo_charge:R:1
C 0.588 0.164 -1.413 0.170
C 0.357 3.052 0.580 -0.025
C 0.248 2.029 1.486 0.135
C 0.247 0.745 1.141 -0.182
C 0.421 1.060 -0.262 0.214
C -1.412 -0.922 1.768 -0.593
C 0.196 -2.049 -2.406 -0.316
C -0.024 -0.468 2.005 -0.414
C 0.713 -1.333 -1.400 -0.269
N 0.641 0.697 -2.575 -0.522
N 0.523 2.360 -0.522 -0.474
H 0.348 4.079 0.543 0.216
H -2.042 -0.189 2.030 0.204
H -1.622 -1.874 2.480 0.206
H -1.761 -1.224 0.686 0.224
H 0.630 1.727 -2.477 0.363
H -0.460 -1.699 -3.262 0.210
H 0.282 -3.115 -2.626 0.199
H 0.711 -1.122 1.707 0.211
H 0.253 -0.043 3.083 0.227
H 1.162 -1.876 -0.566 0.215
```

5.
This record from the Open Molecules 2025 dataset describes a cluster of 2 separate species, C9H10N2O in total at a distorted geometry. The level of theory is the ωB97M-V functional and the def2-TZVPD basis.

Computed properties:
Energy relative to the best compared isomer or geometry (same formula, charge and spin)   932.4 kJ/mol
E_HOMO (spin up / spin down)   -7.15 / -7.15 eV
Kohn-Sham gap (spin up / spin down)   7.041 / 7.041 eV
Total charge   0

The geometry in XYZ format:
```
22
Properties=species:S:1:pos:R:3:nbo_charge:R:1
C 2.552 1.091 2.675 -0.213
C 2.442 -0.218 2.218 -0.256
C 1.617 2.045 2.167 -0.136
C 1.489 -0.766 1.312 -0.042
C 0.827 0.425 0.868 0.269
C -0.421 -1.077 -0.776 0.616
C -1.815 0.825 -1.121 -0.601
C -2.074 -1.212 -2.579 -0.622
C -1.160 -0.313 -1.804 -0.351
N 0.793 1.583 1.179 -0.406
N 1.344 -1.978 0.997 -0.218
O -0.002 -2.079 -0.293 -0.343
H 3.263 1.269 3.472 0.234
H 3.036 -0.979 2.902 0.230
H 1.219 2.929 2.625 0.208
H -2.367 0.214 -0.469 0.205
H -2.392 1.305 -1.933 0.223
H -1.045 1.363 -0.477 0.262
H -2.511 -0.691 -3.440 0.225
H -2.957 -1.817 -2.014 0.225
H -1.498 -2.017 -3.015 0.224
H -0.338 0.099 -2.496 0.267
```

6.
This record from the Open Molecules 2025 dataset describes a structure of composition C9H10N2O2 at a distorted geometry. The level of theory is the ωB97M-V functional and the def2-TZVPD basis.

Computed properties:
Energy relative to the best compared isomer or geometry (same formula, charge and spin)   207.0 kJ/mol
E_HOMO   -7.38 eV
Kohn-Sham gap   8.090 eV
Total charge   0

The geometry in XYZ format:
```
23
Properties=species:S:1:pos:R:3:nbo_charge:R:1
C -3.389 -0.001 0.130 -0.258
C -2.535 -1.043 0.454 -0.189
C -2.870 1.263 -0.107 -0.186
C -1.173 -0.833 0.544 -0.292
C -1.508 1.481 -0.046 -0.286
C -0.642 0.430 0.278 0.232
C 2.525 1.673 -0.122 0.274
C 2.090 -0.578 0.066 0.716
C 1.756 -1.441 -1.121 -0.685
N 1.300 1.800 0.145 -0.256
N 0.704 0.648 0.397 -0.345
O 3.045 0.382 -0.175 -0.526
O 2.273 -1.284 1.205 -0.685
H -4.454 -0.174 0.070 0.210
H -2.933 -2.029 0.647 0.211
H -3.528 2.089 -0.339 0.212
H -0.518 -1.636 0.847 0.216
H -1.085 2.458 -0.225 0.228
H 3.213 2.470 -0.306 0.198
H 1.906 -0.866 -2.031 0.235
H 0.729 -1.791 -1.078 0.246
H 2.432 -2.296 -1.122 0.235
H 2.663 -0.721 1.888 0.495
```

Which formula does entry 1 have?
C9H10MnN2S

Please write out number 2 again, unchanged.
This record from the Open Molecules 2025 dataset describes a structure of composition C9H10MnNO8S2. The level of theory is the ωB97M-V functional and the def2-TZVPD basis.

Computed properties:
Spin multiplicity   2
Energy relative to the best compared isomer or geometry (same formula, charge and spin)   257.7 kJ/mol
E_HOMO (spin up / spin down)   -12.67 / -12.28 eV
Kohn-Sham gap (spin up / spin down)   8.265 / 7.903 eV
Total charge   +1

The geometry in XYZ format:
```
31
Properties=species:S:1:pos:R:3:nbo_charge:R:1
Mn 0.485 -0.091 -0.087 1.251
O -1.404 3.305 0.978 -0.611
C -0.957 2.196 0.452 0.804
O -0.335 1.342 1.076 -0.618
C -1.261 1.971 -0.983 0.048
C -2.050 2.810 -1.726 -0.157
C -2.345 2.431 -3.032 -0.137
C -1.871 1.218 -3.479 -0.151
C -1.085 0.421 -2.640 0.120
N -0.740 0.812 -1.425 -0.424
C -0.737 -0.931 -3.214 0.736
O -0.637 -1.066 -4.392 -0.480
O -0.776 -2.062 -2.458 -0.248
H -1.168 3.337 1.922 0.525
H -2.424 3.723 -1.286 0.260
H -2.952 3.057 -3.671 0.253
H -2.091 0.850 -4.470 0.271
O 1.730 -0.979 -1.358 -0.989
S 1.412 -2.453 -1.284 1.782
O 1.698 -3.025 0.009 -0.938
O -0.409 -2.004 -1.064 -0.475
O 1.509 -0.512 1.464 -1.030
C 2.579 -0.552 3.792 -0.816
S 2.284 -1.507 2.335 1.319
C 1.076 -2.640 2.993 -0.818
H 3.012 -1.208 4.547 0.253
H 1.634 -0.126 4.126 0.242
H 3.290 0.228 3.527 0.258
H 0.133 -2.096 3.050 0.244
H 1.400 -2.963 3.982 0.250
H 0.999 -3.483 2.316 0.277
```

Which value of total charge does entry 6 give?
0